Record 1
This record from the OMol25 dataset describes a 2-piece molecular cluster, C9H11FNO3 overall. The level of theory is ωB97M-V with the def2-TZVPD basis set.

XYZ file:
```
25
Properties=species:S:1:pos:R:3:mulliken_charge:R:1
N 4.46 -0.66 0.04 -0.54
C 3.14 -0.29 0.51 -0.17
O 3.03 1.14 0.58 -0.30
C 2.21 1.67 -0.36 0.51
O 2.60 2.24 -1.33 -0.54
O 0.92 1.52 -0.02 -0.23
C 0.08 0.99 -1.08 -0.65
C -1.17 0.38 -0.50 0.85
C -1.72 0.86 0.69 -0.40
C -2.89 0.29 1.19 -0.42
C -3.52 -0.75 0.51 -0.52
C -2.96 -1.23 -0.67 -0.48
C -1.78 -0.67 -1.16 -0.53
H 4.80 -1.44 0.59 0.25
H 4.43 -0.93 -0.93 0.23
H 2.96 -0.69 1.50 0.29
H 2.37 -0.67 -0.16 0.20
H -0.19 1.83 -1.73 0.30
H 0.62 0.27 -1.68 0.39
H -1.24 1.65 1.24 0.32
H -3.30 0.64 2.12 0.37
H -4.40 -1.18 0.95 0.36
H -3.43 -2.05 -1.19 0.35
H -1.33 -1.06 -2.07 0.30
F -3.69 -1.84 2.95 -0.94
```

Output
- Net charge: -1
- E_LUMO: 2.72 eV

Record 2
This record from the OMol25 dataset describes an isolated ion of composition C9H11IN3 and charge +1. The level of theory is ωB97M-V with the def2-TZVPD basis set.

XYZ file:
```
24
Properties=species:S:1:pos:R:3:mulliken_charge:R:1
I -3.76 0.57 0.06 0.36
C -2.59 -1.52 -0.53 -0.85
N -2.13 -1.84 0.69 -0.55
N -0.93 -1.59 0.81 0.09
C -0.39 -1.10 -0.39 0.09
C 1.12 -0.81 -0.49 0.61
C 1.16 0.42 -1.46 -1.24
C 0.81 1.67 -1.13 0.10
C 0.31 2.17 0.09 -0.55
C 0.27 1.51 1.31 -0.45
C 0.91 0.25 1.74 -0.66
C 1.89 -0.46 0.79 -1.12
N -1.40 -1.08 -1.24 -0.01
H -3.48 -1.97 -0.90 0.72
H 1.36 -1.73 -1.12 0.41
H 1.41 0.32 -2.42 0.73
H 0.97 2.43 -2.03 0.26
H -0.05 3.10 -0.12 0.51
H -0.18 1.80 2.22 0.46
H 1.15 0.55 2.76 0.45
H -0.05 -0.31 2.03 0.51
H 2.69 0.06 0.45 0.50
H 2.16 -1.48 1.11 0.37
H -1.26 -0.97 -2.24 0.27
```

Output
- Energy above the lowest of the compared OMol25 structures with the same formula, charge and spin: 359.5 kJ/mol
- SMILES: I[C@@H]1N=NC([C@H]2C=CC=CCC2)=[NH+]1
- Net charge: +1
- E_LUMO: -7.10 eV

Record 3
This record from the OMol25 dataset describes an isolated ion of composition C9H11N2 and charge +1. The level of theory is ωB97M-V with the def2-TZVPD basis set.

XYZ file:
```
22
Properties=species:S:1:pos:R:3:mulliken_charge:R:1
C -1.75 -2.65 -0.46 -0.31
C -0.77 -2.15 -1.28 -1.00
C -0.02 -1.05 -0.86 0.03
C -0.09 -0.54 0.43 0.53
C 0.64 0.61 1.02 -0.29
C 2.00 0.96 0.63 -0.39
N 1.02 1.76 0.01 0.53
C 0.42 2.35 -1.12 -0.16
N 0.48 3.00 0.21 -0.63
C -1.06 -1.20 1.24 -0.28
C -1.87 -2.21 0.88 -0.72
H -2.38 -3.35 -0.80 0.48
H -0.71 -2.43 -2.30 0.41
H 0.47 -0.60 -1.69 0.35
H 0.14 1.06 1.77 0.54
H 2.57 1.54 1.42 0.28
H 2.65 0.30 0.00 0.27
H -0.55 1.92 -1.40 0.30
H 1.04 2.78 -1.95 0.26
H 1.12 3.70 0.19 0.24
H -0.91 -1.14 2.40 0.17
H -2.43 -2.68 1.67 0.38
```

Output
- Energy above the lowest of the compared OMol25 structures with the same formula, charge and spin: 504.3 kJ/mol
- SMILES: c1ccc([C@H]2C[N@@+]23CN3)cc1
- Net charge: +1
- E_LUMO: -3.02 eV

Record 4
This record from the OMol25 dataset describes C9H11N2 as an isolated structure. The level of theory is ωB97M-V with the def2-TZVPD basis set.

XYZ file:
```
22
Properties=species:S:1:pos:R:3:mulliken_charge:R:1
C -0.66 -2.51 0.53 -0.20
C 0.71 -2.18 0.87 -0.63
C -1.37 -1.77 -0.36 -0.53
C 2.75 0.56 0.34 -0.04
C 1.17 -0.98 0.53 0.22
C 1.10 2.15 -1.14 -0.09
C -0.81 -0.47 -1.00 -0.96
C 0.25 0.18 -0.05 0.83
C -0.52 0.81 1.20 -1.26
N 2.39 -0.52 0.77 -0.45
N 1.19 1.12 -0.50 -0.15
H -1.09 -3.43 1.02 0.40
H 1.27 -2.66 1.57 0.54
H -2.37 -1.99 -0.80 0.38
H 3.53 1.17 -0.01 0.41
H 0.28 2.74 -1.55 0.32
H 2.00 2.69 -1.22 0.23
H -0.41 -0.78 -1.91 0.46
H -1.71 -0.01 -1.32 0.46
H -1.52 0.30 1.47 0.33
H -0.76 1.83 1.08 0.43
H 0.21 0.71 2.13 0.31
```

Output
- Energy above the lowest of the compared OMol25 structures with the same formula, charge and spin: 216.1 kJ/mol
- Net charge: +1
- E_LUMO (spin up / spin down): -3.77 / -6.56 eV
- Spin multiplicity: 3

Record 5
This record from the OMol25 dataset describes an isolated ion of composition C9H11N2O3 and charge -1. The level of theory is ωB97M-V with the def2-TZVPD basis set.

XYZ file:
```
25
Properties=species:S:1:pos:R:3:mulliken_charge:R:1
C -2.67 1.81 0.36 -0.82
C -1.55 1.04 0.20 0.94
C -1.26 0.40 1.48 0.01
C -0.43 -0.75 1.72 -0.64
C -0.98 0.65 -1.12 -0.73
C 0.62 0.55 -1.10 -1.47
C 1.31 -0.85 -1.08 0.94
C 1.78 -1.25 0.35 0.21
C 2.47 -0.85 -2.01 -1.44
N -3.14 1.83 1.58 -1.19
N -2.31 1.02 2.23 0.37
O 0.98 -0.95 1.38 -0.20
O -0.55 -1.09 3.17 -0.49
O 2.90 -1.65 0.59 -0.68
H -3.01 2.41 -0.42 0.52
H -1.27 -0.36 -1.23 0.31
H -1.36 1.23 -1.95 0.44
H 0.89 0.99 -2.01 0.46
H 1.01 1.06 -0.29 0.61
H 0.67 -1.74 -1.30 0.30
H 2.24 -0.27 -3.01 0.31
H 2.69 -1.84 -2.42 0.34
H 3.36 -0.67 -1.48 0.35
H -2.69 0.83 3.15 0.24
H 0.30 -1.53 3.20 0.29
```

Output
- Energy above the lowest of the compared OMol25 structures with the same formula, charge and spin: 379.3 kJ/mol
- Net charge: -1
- E_LUMO: 3.53 eV

How do the records compare in F_max? In the order shown, they have 0.019 0.099 0.097 0.138 0.068 Eh/bohr.